{
  "formula": "C6H8N2",
  "method": "the ωB97M-V functional and the def2-TZVPD basis",
  "symbols": ["N", "N", "C", "C", "C", "C", "C", "C", "H", "H", "H", "H", "H", "H", "H", "H"],
  "xyz": [[0.891, 0.953, -0.107], [-2.316, -1.491, -0.036], [0.195, -1.382, -0.035], [1.272, -0.395, -0.030], [-1.103, 2.448, 0.040], [-1.069, -1.012, -0.091], [-0.374, 1.368, -0.067], [2.570, -0.722, 0.039], [-3.064, -0.833, -0.187], [3.343, 0.026, 0.055], [0.527, -2.413, -0.081], [2.887, -1.746, 0.092], [-2.176, 2.415, -0.052], [1.617, 1.576, -0.445], [-0.679, 3.421, 0.262], [-2.520, -2.214, 0.644]],
  "mulliken_charge": [-0.21, -0.43, -0.73, 0.91, -0.81, 0.02, 0.32, -1.17, 0.25, 0.29, 0.32, 0.27, 0.21, 0.25, 0.27, 0.23],
  "homo_ev": [-7.16, -7.16],
  "energy_ha": -342.7669,
  "total_charge": 0,
  "de_lowest_kcal_mol": 104.8
}

{
  "formula": "C6H8N2O",
  "method": "the ωB97M-V functional and the def2-TZVPD basis",
  "symbols": ["O", "N", "N", "C", "C", "C", "C", "C", "C", "H", "H", "H", "H", "H", "H", "H", "H"],
  "xyz": [[-1.001, 0.794, -1.569], [2.214, 1.296, 0.148], [1.237, 0.329, 0.084], [-0.027, 0.746, 0.148], [3.097, -0.736, -0.374], [-1.167, 0.013, -0.486], [-2.397, 0.312, 0.349], [1.735, -0.948, -0.254], [3.322, 0.645, -0.081], [4.102, 1.332, 0.005], [3.812, -1.380, -0.631], [-2.489, 1.281, 0.621], [-3.340, 0.105, -0.363], [-0.214, 1.857, 0.392], [-1.165, -1.081, -0.853], [-2.536, -0.475, 1.195], [1.300, -1.907, -0.422]],
  "mulliken_charge": [-0.62, -0.90, 0.69, -0.23, -0.91, 0.56, -1.35, -0.07, -0.11, 0.50, 0.49, 0.41, 0.27, 0.33, 0.29, 0.29, 0.37],
  "homo_ev": [-8.96, -8.96],
  "energy_ha": -418.0262,
  "total_charge": 0,
  "de_lowest_kcal_mol": 98.6
}

{
  "formula": "C6H8N2O",
  "method": "the ωB97M-V functional and the def2-TZVPD basis",
  "symbols": ["O", "N", "N", "C", "C", "C", "C", "C", "C", "H", "H", "H", "H", "H", "H", "H", "H"],
  "xyz": [[-2.299, -0.196, -0.507], [0.566, 0.534, -2.398], [-0.834, 0.274, -2.251], [1.151, 0.639, -1.281], [0.314, 0.274, -0.075], [0.618, -1.032, 0.622], [0.091, -0.505, 1.886], [-0.097, 0.900, 1.205], [-1.232, 0.006, -1.012], [0.771, -0.665, 2.781], [-1.316, 0.049, -3.185], [2.174, 0.883, -1.288], [-1.160, 1.172, 1.176], [1.594, -1.287, 0.505], [-0.851, -0.833, 2.098], [0.062, -1.899, 0.142], [0.448, 1.688, 1.581]],
  "mulliken_charge": [-0.58, -0.59, 0.00, -0.34, 1.23, -0.98, -0.22, -1.20, 0.23, 0.27, 0.29, 0.50, 0.21, 0.38, 0.25, 0.19, 0.35],
  "homo_ev": -9.18,
  "energy_ha": -418.0788,
  "total_charge": 0,
  "de_lowest_kcal_mol": 65.6
}

{
  "formula": "C6H8N2O",
  "method": "the ωB97M-V functional and the def2-TZVPD basis",
  "symbols": ["O", "N", "N", "C", "C", "C", "C", "C", "C", "H", "H", "H", "H", "H", "H", "H", "H"],
  "xyz": [[-0.112, 2.534, 0.675], [1.963, 0.068, 0.528], [0.262, -0.403, -0.835], [1.281, -1.186, -1.197], [2.313, -0.882, -0.418], [-1.067, 0.719, 2.083], [0.661, 0.369, 0.229], [-1.015, -0.407, -1.383], [-0.208, 1.313, 0.982], [1.138, -2.079, -1.891], [-0.440, 0.300, 2.689], [-0.982, -0.490, -2.570], [-1.868, -1.002, -1.225], [-1.873, 1.476, 2.492], [-1.532, 0.684, -1.189], [-1.690, 0.225, 1.412], [3.167, -1.240, -0.381]],
  "mulliken_charge": [-0.54, -0.63, 0.25, -0.10, -0.81, -1.10, 0.59, -0.92, 0.21, 0.32, 0.44, 0.32, 0.37, 0.26, 0.30, 0.34, 0.70],
  "homo_ev": -9.03,
  "energy_ha": -418.0689,
  "total_charge": 0,
  "de_lowest_kcal_mol": 71.8
}

{
  "formula": "C6H8N2O",
  "method": "the ωB97M-V functional and the def2-TZVPD basis",
  "symbols": ["O", "N", "N", "C", "C", "C", "C", "C", "C", "H", "H", "H", "H", "H", "H", "H", "H"],
  "xyz": [[1.395, -0.447, 1.233], [-2.548, -0.322, -0.043], [2.608, -0.635, -0.646], [0.987, -0.204, -2.412], [0.582, -0.141, 0.186], [-1.936, 0.250, 0.792], [1.303, -0.228, -0.975], [2.608, -0.705, 0.602], [-1.871, 1.040, 1.995], [0.904, 0.778, -2.846], [3.381, -1.013, 1.284], [1.672, -0.967, -3.014], [-0.955, 1.545, 2.059], [-3.521, -0.632, -0.357], [-2.585, 1.867, 1.871], [-1.980, 0.430, 2.893], [-0.045, -0.616, -2.622]],
  "mulliken_charge": [-0.34, -0.27, -0.53, -0.95, -0.27, 0.45, 0.41, -0.03, -0.85, 0.24, 0.39, 0.26, 0.32, 0.32, 0.33, 0.28, 0.26],
  "homo_ev": [-7.60, -7.60],
  "energy_ha": -417.9890,
  "total_charge": 0,
  "de_lowest_kcal_mol": 121.9
}

{
  "formula": "C6H8N2O",
  "method": "the ωB97M-V functional and the def2-TZVPD basis",
  "symbols": ["O", "N", "N", "C", "C", "C", "C", "C", "C", "H", "H", "H", "H", "H", "H", "H", "H"],
  "xyz": [[-0.772, -1.176, -0.441], [2.693, -0.977, 0.345], [0.611, 0.661, -0.442], [0.395, -0.632, -0.239], [-2.195, 0.621, 0.726], [2.831, 0.350, 0.104], [1.846, 1.154, -0.340], [1.490, -1.440, 0.141], [-1.984, -0.399, -0.408], [1.090, -2.504, 0.229], [-1.488, 1.259, 0.826], [-2.981, -1.006, -0.588], [-3.296, 0.745, 0.568], [3.787, 0.633, 0.040], [-2.113, 0.071, 1.448], [-1.968, 0.233, -1.306], [2.054, 2.407, -0.663]],
  "mulliken_charge": [-0.43, -0.61, -0.42, 0.61, -1.52, -0.31, -0.08, -0.03, -0.26, 0.29, 0.52, 0.35, 0.30, 0.48, 0.56, 0.30, 0.22],
  "homo_ev": -9.12,
  "energy_ha": -418.0516,
  "total_charge": 0,
  "de_lowest_kcal_mol": 82.6
}

{
  "formula": "C6H8N2O",
  "method": "the ωB97M-V functional and the def2-TZVPD basis",
  "symbols": ["O", "N", "N", "C", "C", "C", "C", "C", "C", "H", "H", "H", "H", "H", "H", "H", "H"],
  "xyz": [[2.703, 0.655, 0.277], [0.399, 0.892, -0.264], [1.862, -1.565, -0.186], [-1.581, 0.012, 0.769], [1.644, 1.284, -0.330], [-2.362, 0.340, -0.513], [0.595, -1.356, 0.502], [2.704, -0.699, -0.302], [-0.131, -0.222, 0.388], [-1.594, 0.898, 1.598], [-3.396, 0.828, -0.307], [-1.852, 1.154, -0.992], [0.121, -2.245, 0.896], [-1.888, -0.790, 1.537], [3.543, -0.756, -0.987], [1.793, 2.074, -0.996], [-2.559, -0.503, -1.088]],
  "mulliken_charge": [-0.37, -0.35, -0.38, -0.49, -0.17, -1.05, -0.33, 0.02, 0.37, 0.21, 0.29, 0.36, 0.36, 0.33, 0.40, 0.48, 0.32],
  "homo_ev": -8.95,
  "energy_ha": -418.0890,
  "total_charge": 0,
  "de_lowest_kcal_mol": 59.2
}

{
  "formula": "C6H8N2O2",
  "method": "the ωB97M-V functional and the def2-TZVPD basis",
  "symbols": ["O", "O", "N", "N", "C", "C", "C", "C", "C", "C", "H", "H", "H", "H", "H", "H", "H", "H"],
  "xyz": [[-4.111, 1.007, -0.718], [3.394, 1.195, 0.333], [-2.269, 0.057, 1.372], [2.194, -0.740, 0.528], [-1.313, 0.121, 0.705], [0.945, 1.196, 0.140], [2.330, 0.589, 0.345], [0.861, -1.234, 0.371], [0.226, -1.049, -0.967], [0.003, -0.003, 0.118], [0.864, -0.759, -1.804], [-4.102, 0.646, 0.225], [-0.622, -1.686, -1.214], [2.998, -1.350, 0.603], [-3.606, 0.381, -1.266], [0.932, 1.779, -0.790], [0.731, 1.877, 0.974], [0.548, -2.028, 1.046]],
  "mulliken_charge": [-0.67, -0.64, -0.58, -0.12, -0.20, -0.53, 0.19, -0.07, -0.90, 1.04, 0.25, 0.36, 0.34, 0.22, 0.29, 0.29, 0.36, 0.36],
  "homo_ev": -10.16,
  "energy_ha": -493.4013,
  "total_charge": 0,
  "de_lowest_kcal_mol": 28.6
}